# C41H42CdP2Se

A molecular structure, C41H42CdP2Se at a distorted geometry (wB97M-V/def2-TZVPD, the OMol25 dataset).

```
! wB97M-V def2-TZVPD RIJCOSX def2/J DEFGRID3
* xyz 0 1
Cd -3.6154 2.7339 -2.8259
C -5.1484 3.3176 0.9761
C -3.8473 3.0617 1.1116
C -3.2459 2.0499 2.0519
C -3.0036 0.5916 1.5661
C -4.0975 -0.1509 0.8277
C -5.4064 0.0338 0.9822
C -6.0525 0.9943 1.9425
C -6.2408 2.4936 1.5932
C -4.2981 0.5498 -2.9371
H -5.4754 3.8860 0.0999
H -3.1277 3.4877 0.3963
H -3.8550 1.9781 2.9754
H -2.2452 2.4169 2.3829
H -2.1216 0.5590 0.8986
H -2.7205 0.0473 2.4904
H -3.7317 -0.8865 0.0886
H -6.0866 -0.5456 0.3455
H -5.5238 0.9397 2.9007
H -7.0759 0.6107 2.1153
H -7.0679 2.5892 0.8635
H -6.5711 2.9624 2.5507
H -4.8878 0.6797 -3.8396
H -4.7155 -0.2895 -2.3940
H -3.2841 0.2661 -3.2066
P 4.9688 -0.0745 -0.3064
P 3.9301 -3.3335 -0.7409
C 4.8494 -1.3245 1.0027
C 4.3282 -2.5718 0.8395
C 6.4987 0.8433 0.1996
C 7.0044 0.8656 1.5089
C 8.1729 1.5829 1.7960
C 8.8348 2.2695 0.7816
C 8.3585 2.2315 -0.5325
C 7.2098 1.5038 -0.8347
C 3.6582 1.0825 0.2843
C 2.3252 0.6462 0.1342
C 1.2642 1.4515 0.5478
C 1.5353 2.7067 1.1281
C 2.8604 3.1602 1.2577
C 3.9093 2.3537 0.8071
C 4.9952 -4.8849 -0.5732
C 6.3885 -4.6944 -0.6899
C 7.2433 -5.7809 -0.5265
C 6.7306 -7.0462 -0.2536
C 5.3580 -7.2380 -0.1569
C 4.4786 -6.1701 -0.3426
C 2.2775 -4.0420 -0.3522
C 1.4366 -4.3273 -1.4522
C 0.1822 -4.8978 -1.2567
C -0.2581 -5.1739 0.0501
C 0.5640 -4.8869 1.1494
C 1.8217 -4.3061 0.9411
H 5.2388 -1.0240 1.9814
H 4.3177 -3.2522 1.6981
H 6.5018 0.3289 2.3185
H 8.5446 1.5920 2.8218
H 9.7310 2.8306 1.0093
H 8.8746 2.7615 -1.3315
H 6.8405 1.4289 -1.8650
H 2.1221 -0.3149 -0.3334
H 0.2194 1.1261 0.4169
H 0.7077 3.3465 1.4706
H 3.0731 4.1464 1.6955
H 4.9306 2.7223 0.8519
H 6.7817 -3.6948 -0.9074
H 8.3100 -5.6270 -0.6250
H 7.4008 -7.8840 -0.1259
H 4.9421 -8.2172 0.0480
H 3.3933 -6.3337 -0.2981
H 1.7938 -4.1062 -2.4559
H -0.4624 -5.1155 -2.1178
H -1.2567 -5.5987 0.2040
H 0.2144 -5.1060 2.1667
H 2.4391 -4.0792 1.8039
Se -7.0645 1.8449 -1.7816
C -7.9018 3.4378 -2.0593
C -8.8863 3.9071 -1.1484
C -9.4882 5.1481 -1.3228
C -9.1705 5.9577 -2.4245
C -8.2002 5.5089 -3.3315
C -7.5809 4.2716 -3.1719
H -9.1517 3.2656 -0.3036
H -10.2352 5.4727 -0.5989
H -9.6981 6.8973 -2.5923
H -7.9391 6.1240 -4.1897
H -6.8222 3.9136 -3.8683
*
```

Output
total energy = -131680.6142 eV
ΔE to the lowest compared entry with this formula, charge and spin = 0.0000 eV
HOMO level (alpha / beta) = -7.986 / -7.010 eV
orbital gap (alpha / beta) = 6.989 / 5.048 eV